1.
ORCA calculation (ωB97M-V with the def2-TZVPD basis set) on a molecular structure, C17H24N2O8S4W in a non-equilibrium geometry.

Charge ... +2
Spin multiplicity ... 3
⟨S²⟩ ... 2.064
Maximum force ... 2.01 eV/Å
Lowest unoccupied orbital energy (alpha / beta) ... -7.807 / -8.216 eV
Energy above the lowest of the compared OMol25 structures with the same formula, charge and spin ... 115.4 kJ/mol

Positions of all 56 atoms, in Å:
1 W 0.73910 0.41717 0.23156
2 C 0.03705 3.96124 0.67299
3 C -0.43692 3.47810 2.02934
4 S -0.73979 1.69634 2.00401
5 C 0.08341 1.14178 3.51084
6 C 1.57980 1.40826 3.55569
7 S 2.44869 0.70008 2.13403
8 C 3.48644 2.04737 1.52815
9 C 2.73502 3.32127 1.18086
10 S 1.39586 3.00063 0.00884
11 H 0.33882 5.00959 0.70738
12 H -0.75132 3.87869 -0.07828
13 H -1.38083 3.95789 2.29097
14 H 0.27460 3.71194 2.81831
15 H -0.13867 0.07512 3.56549
16 H -0.41594 1.62211 4.35464
17 H 1.99739 0.93973 4.44815
18 H 1.80762 2.47019 3.61674
19 H 3.98269 1.62058 0.65298
20 H 4.26012 2.23998 2.27353
21 H 3.42214 4.02968 0.71611
22 H 2.32227 3.80466 2.06390
23 O 2.90094 -3.04635 -0.37397
24 C 2.23300 -2.09657 -0.61866
25 O 1.58923 -1.36679 0.36012
26 C 1.82505 -1.58981 -1.96702
27 C 1.56192 -2.34276 -3.07724
28 C 0.83586 -1.73813 -4.12907
29 C 0.23958 -0.50877 -4.04946
30 C 0.49655 0.20912 -2.87033
31 C 1.44166 -0.23831 -1.93685
32 O 2.12671 0.63562 -1.14167
33 N -0.37188 1.21682 -2.42082
34 O -0.55582 1.24285 -1.10040
35 O -1.02624 1.94169 -3.12439
36 N 0.56007 -2.55806 -5.34035
37 O -0.03925 -2.01543 -6.23254
38 O 0.95738 -3.69505 -5.32015
39 H 1.83694 -3.38703 -3.14663
40 H -0.43718 -0.16012 -4.81816
41 C -3.39474 -3.72112 1.38672
42 C -2.55693 -2.52895 1.83613
43 S -1.20805 -2.21235 0.70752
44 O -0.73503 -0.79574 1.18175
45 C -2.05871 -1.92376 -0.83243
46 C -3.18547 -0.90817 -0.79854
47 H -4.05840 -3.99146 2.20604
48 H -2.77776 -4.59180 1.16773
49 H -4.01207 -3.49636 0.52063
50 H -2.06177 -2.74575 2.78410
51 H -3.10760 -1.59339 1.93838
52 H -2.38878 -2.92081 -1.13133
53 H -1.24972 -1.65254 -1.52292
54 H -4.07283 -1.31198 -0.31489
55 H -3.45729 -0.65576 -1.82271
56 H -2.89695 0.01462 -0.28484

***

2.
ORCA calculation (ωB97M-V with the def2-TZVPD basis set) on a molecular structure, C17H24N3O2P2STc.

Charge ... +3
Spin multiplicity ... 4
⟨S²⟩ ... 3.787
Maximum force ... 0.48 eV/Å
Lowest unoccupied orbital energy (alpha / beta) ... -10.343 / -14.024 eV
Energy above the lowest of the compared OMol25 structures with the same formula, charge and spin ... 87.9 kJ/mol

Positions of all 50 atoms, in Å:
1 Tc -0.43869 -0.04656 0.30459
2 C 2.58452 0.49356 2.16738
3 P 1.90673 0.20681 0.51809
4 C 2.83453 -1.18377 -0.17839
5 C 2.43172 1.64074 -0.52847
6 C 3.80870 1.92627 -0.80519
7 C 4.20579 2.99336 -1.65408
8 C 3.24344 3.78236 -2.22024
9 C 1.87959 3.52635 -1.93288
10 C 1.47031 2.44392 -1.07953
11 P -0.26355 2.18178 -0.52566
12 C -1.39043 2.65826 -1.84806
13 C -0.40289 3.46168 0.75142
14 H 3.67050 0.59387 2.13666
15 H 2.32957 -0.37211 2.78209
16 H 2.14657 1.38037 2.62523
17 H 3.90763 -0.98898 -0.17681
18 H 2.50100 -1.40309 -1.19181
19 H 2.64638 -2.05287 0.45424
20 H 4.58025 1.31197 -0.35277
21 H 5.25787 3.16735 -1.84120
22 H 3.49720 4.60287 -2.87952
23 H 1.13465 4.17527 -2.38135
24 H -1.24206 3.69325 -2.15924
25 H -2.40303 2.57213 -1.44684
26 H -1.30077 1.99238 -2.70595
27 H -0.22958 4.44484 0.30958
28 H 0.31697 3.28760 1.55120
29 H -1.40449 3.43452 1.18039
30 O -1.83314 0.49057 1.37036
31 N -2.46307 1.41593 2.14811
32 C -3.55540 0.93507 2.62814
33 C -3.97044 -0.40524 2.29468
34 N -4.16364 -1.47815 1.93774
35 C -4.34470 1.77176 3.47815
36 N -4.98327 2.43813 4.15981
37 O -0.29428 -1.93515 -0.19779
38 S -0.82477 -2.95823 -1.30515
39 C -0.21646 -4.55195 -0.67257
40 C -1.45531 -5.42874 -0.49128
41 C -2.54587 -4.51520 0.05769
42 C -2.55325 -3.29092 -0.85122
43 H 0.24399 -4.29534 0.28375
44 H 0.53331 -4.93524 -1.36131
45 H -1.21944 -6.25218 0.18130
46 H -1.75736 -5.86256 -1.44587
47 H -2.33671 -4.22240 1.08775
48 H -3.52555 -4.99002 0.04243
49 H -2.95954 -2.37817 -0.41271
50 H -3.05353 -3.47614 -1.80491

***

3.
ORCA calculation (ωB97M-V with the def2-TZVPD basis set) on a molecular structure, C17H24N3O5RhS in a non-equilibrium geometry.

Charge ... +2
Spin multiplicity ... 5
⟨S²⟩ ... 6.035
Maximum force ... 1.04 eV/Å
Lowest unoccupied orbital energy (alpha / beta) ... -5.985 / -8.662 eV
Energy above the lowest of the compared OMol25 structures with the same formula, charge and spin ... 17.7 kJ/mol

Positions of all 51 atoms, in Å:
1 Rh -1.39287 -0.88106 0.35270
2 C -2.48787 1.31486 -1.93409
3 O -2.09766 1.09305 -0.52069
4 C -1.25058 2.18456 -0.02859
5 C -1.20791 2.07283 1.45597
6 O -0.80959 0.71940 1.87306
7 C 0.62211 0.57183 2.12928
8 C 0.83567 -0.85535 2.47063
9 O 0.49948 -1.65134 1.28673
10 C 1.41738 -2.79489 1.06172
11 H -3.04460 2.24218 -1.97510
12 H -3.11365 0.48474 -2.23744
13 H -1.58953 1.36056 -2.53663
14 H -1.70736 3.13174 -0.29744
15 H -0.27997 2.09452 -0.48897
16 H -2.17938 2.23248 1.89324
17 H -0.50614 2.79830 1.87734
18 H 0.91821 1.19614 2.96230
19 H 1.18048 0.85391 1.23148
20 H 0.19956 -1.16226 3.30636
21 H 1.87389 -1.03013 2.72720
22 H 1.32694 -3.47273 1.90595
23 H 2.42667 -2.39898 0.99911
24 H 1.13155 -3.27884 0.13535
25 N -4.01377 -3.43866 4.35820
26 C -4.07663 -2.57047 3.34397
27 C -3.06547 -2.51308 2.33391
28 N -3.16329 -1.61343 1.36271
29 C -4.24961 -0.81933 1.27858
30 C -5.19680 -0.88144 2.29089
31 N -5.10820 -1.71478 3.32064
32 H -3.28425 -4.11981 4.48189
33 H -4.75557 -3.40870 5.03609
34 H -2.18288 -3.14195 2.39257
35 H -4.31653 -0.10266 0.46969
36 H -6.06392 -0.23052 2.24810
37 O 5.82406 2.27338 -5.56123
38 C 5.80156 2.02715 -4.23146
39 O 6.74455 2.24584 -3.53638
40 C 4.53756 1.45566 -3.62874
41 C 3.77200 0.48227 -4.26184
42 C 2.67567 -0.04475 -3.60586
43 C 2.30191 0.40924 -2.31035
44 S 0.93134 -0.27057 -1.58777
45 C 3.10897 1.40523 -1.69283
46 C 4.21170 1.90556 -2.34153
47 H 4.93044 2.17639 -5.92507
48 H 4.05070 0.11555 -5.24335
49 H 2.08727 -0.82775 -4.06454
50 H 2.86497 1.73544 -0.69221
51 H 4.86938 2.64067 -1.88359